1.
{"formula": "C17H20N2O3S", "method": "the ωB97M-V functional and the def2-TZVPD basis", "e_above_lowest_kj_mol": 112.1, "smiles": "O=c1ccc(S(=O)(=O)N2CCC(Cc3ccccc3)CC2)c[nH]1", "homo_energy_ha": -0.327, "lumo_energy_ev": 0.21, "total_energy_ev": -37911.7990, "elements": ["O", "C", "N", "C", "C", "C", "C", "H", "H", "S", "O", "O", "N", "C", "C", "H", "C", "C", "C", "H", "H", "H", "H", "H", "C", "C", "C", "C", "C", "C", "C", "H", "H", "H", "H", "H", "H", "H", "H", "H", "H", "H", "H"], "positions_angstrom": [[-2.0650, -3.4042, -0.5932], [-1.0887, -2.7512, -0.2894], [-0.0572, -2.5890, -1.2245], [1.0708, -1.8862, -1.0039], [1.2646, -1.2606, 0.1840], [0.2923, -1.3910, 1.2027], [-0.8408, -2.0973, 0.9765], [-1.6001, -2.2172, 1.7323], [0.4992, -0.9350, 2.1585], [2.7829, -0.3415, 0.4604], [3.0993, -0.4562, 1.8509], [3.7166, -0.8005, -0.5253], [2.5028, 1.2545, 0.1547], [1.7051, 2.0006, 1.0928], [0.2078, 1.9995, 0.7307], [-0.3313, 1.2431, 1.3021], [0.0017, 1.7370, -0.7674], [1.1323, 2.4009, -1.5516], [2.4627, 1.7142, -1.2165], [3.2982, 2.4054, -1.3811], [2.6281, 0.8388, -1.8461], [0.9504, 2.3321, -2.6247], [1.1786, 3.4588, -1.2873], [0.0560, 0.6576, -0.9469], [-1.3838, 2.2174, -1.2237], [-2.4651, 1.4695, -0.4949], [-3.1623, 2.0515, 0.5549], [-4.1223, 1.3345, 1.2477], [-4.3952, 0.0228, 0.9006], [-3.7111, -0.5669, -0.1490], [-2.7543, 0.1548, -0.8391], [-2.2290, -0.3072, -1.6638], [-3.9135, -1.5903, -0.4258], [-5.1422, -0.5376, 1.4426], [-4.6578, 1.8023, 2.0611], [-2.9565, 3.0763, 0.8305], [-1.4766, 3.2897, -1.0414], [-1.4803, 2.0460, -2.2986], [-0.2159, 2.9709, 0.9903], [2.0908, 3.0249, 1.1087], [1.8830, 1.5559, 2.0715], [1.8151, -1.8440, -1.7849], [-0.1948, -3.0738, -2.1043]], "lowdin_charge": [0.05, -0.48, 0.15, -0.07, -0.27, -0.05, 0.03, 0.12, 0.12, 0.66, -0.27, -0.28, -0.25, -0.17, -0.12, 0.10, -0.32, -0.13, -0.18, 0.13, 0.11, 0.12, 0.12, 0.12, -0.12, -0.24, -0.05, -0.08, -0.09, -0.08, -0.05, 0.12, 0.10, 0.10, 0.10, 0.11, 0.12, 0.12, 0.12, 0.13, 0.11, 0.14, 0.17]}

2.
{"formula": "C17H21NOPtSSi", "method": "the ωB97M-V functional and the def2-TZVPD basis", "e_above_lowest_kj_mol": 101.3, "homo_energy_ha": -0.292, "lumo_energy_ev": -1.02, "total_energy_ev": -43465.7755, "elements": ["Pt", "C", "Si", "C", "C", "C", "C", "C", "C", "N", "C", "S", "H", "H", "H", "H", "H", "H", "H", "H", "H", "H", "H", "H", "C", "O", "H", "H", "H", "H", "C", "C", "C", "C", "C", "C", "C", "C", "H", "H", "H", "H", "H"], "positions_angstrom": [[0.2526, 0.0655, -0.4260], [-3.3626, -4.7712, 2.7619], [-2.5371, -3.7912, 1.3893], [-3.3958, -4.2200, -0.2192], [-0.7298, -4.2408, 1.3630], [-2.8164, -1.9546, 1.7900], [-3.5101, -1.5863, 2.9423], [-3.7043, -0.2529, 3.2610], [-3.1973, 0.7015, 2.3968], [-2.5470, 0.3993, 1.2769], [-2.3644, -0.8924, 0.9929], [-1.5363, -1.2627, -0.5434], [-3.2239, -5.8378, 2.5705], [-4.4373, -4.5864, 2.8230], [-2.9203, -4.5571, 3.7375], [-3.3671, -5.3003, -0.3823], [-2.9264, -3.7402, -1.0780], [-4.4445, -3.9154, -0.1879], [-0.6242, -5.3131, 1.1771], [-0.2596, -4.0219, 2.3247], [-0.1784, -3.6980, 0.5962], [-3.8946, -2.3511, 3.6066], [-4.2333, 0.0435, 4.1564], [-3.3230, 1.7588, 2.6050], [-1.1755, 2.7991, -0.7148], [-0.9989, 1.5511, -1.4119], [-1.5244, 2.6135, 0.2994], [-1.8869, 3.4188, -1.2593], [-0.2066, 3.2911, -0.7011], [-1.8430, 1.0663, -1.4033], [1.3261, -1.2277, 0.4814], [1.9814, -2.0593, 1.0727], [2.7437, -3.0545, 1.7662], [3.3350, -4.1101, 1.0676], [4.0479, -5.0865, 1.7438], [4.1829, -5.0248, 3.1241], [3.5995, -3.9791, 3.8267], [2.8843, -3.0012, 3.1555], [3.2247, -4.1533, -0.0078], [4.5003, -5.8997, 1.1909], [4.7398, -5.7892, 3.6503], [3.7016, -3.9260, 4.9031], [2.4250, -2.1847, 3.6970]], "lowdin_charge": [0.75, -0.19, 0.50, -0.19, -0.17, -0.24, -0.08, -0.06, -0.14, 0.03, -0.66, 0.64, 0.03, 0.03, 0.03, 0.03, 0.00, 0.03, 0.04, 0.04, 0.00, 0.09, 0.10, 0.11, -0.12, -0.33, 0.06, 0.09, 0.08, 0.03, -0.29, -0.16, -0.27, -0.04, -0.09, -0.10, -0.09, -0.04, 0.11, 0.10, 0.10, 0.10, 0.11]}

3.
{"formula": "C4H10O2", "method": "the ωB97M-V functional and the def2-TZVPD basis", "e_above_lowest_kj_mol": 114.7, "smiles": "CC(C)(O)CO", "homo_energy_ha": -0.366, "lumo_energy_ev": 0.80, "total_energy_ev": -8404.3580, "elements": ["C", "C", "C", "O", "C", "O", "H", "H", "H", "H", "H", "H", "H", "H", "H", "H"], "positions_angstrom": [[-1.3879, -0.9983, -0.3704], [-0.2024, -0.0658, 0.0544], [-0.7690, 1.3833, -0.0233], [-0.0109, -0.4156, 1.4143], [1.3097, -0.2616, -0.4873], [2.3050, 0.1611, 0.4839], [-1.1356, -2.0598, -0.3206], [-2.1655, -0.8351, 0.3951], [-1.8944, -0.8054, -1.3281], [-1.2582, 1.6797, -0.9653], [-1.5444, 1.4736, 0.7503], [0.0040, 2.1241, 0.1913], [0.7499, 0.1283, 1.6721], [1.4864, -1.3281, -0.6608], [1.5222, 0.3427, -1.3711], [2.9911, -0.5230, 0.5653]], "lowdin_charge": [-0.03, -0.54, -0.04, -0.06, -0.13, -0.10, 0.08, 0.09, 0.08, 0.08, 0.09, 0.08, 0.08, 0.12, 0.11, 0.10]}

4.
{"formula": "C15H20ClNO4", "method": "the ωB97M-V functional and the def2-TZVPD basis", "e_above_lowest_kj_mol": 142.0, "homo_energy_ha": -0.280, "lumo_energy_ev": 0.07, "total_energy_ev": -38079.5163, "elements": ["C", "C", "O", "C", "C", "Cl", "C", "O", "O", "C", "C", "O", "H", "H", "H", "H", "H", "H", "H", "H", "H", "H", "C", "N", "C", "C", "C", "C", "C", "C", "C", "H", "H", "H", "H", "H", "H", "H", "H", "H", "H"], "positions_angstrom": [[3.7646, 2.6432, -2.4497], [3.7622, 2.2598, -0.9773], [2.5018, 1.5769, -0.8693], [2.2234, 1.0753, 0.3402], [1.1350, -0.0350, 0.2534], [1.3730, -1.3605, 1.3385], [0.5549, -0.5395, -1.1059], [-0.1777, -1.5542, -1.1581], [0.7902, 0.2878, -2.1451], [-0.0974, 0.1633, -3.3036], [0.7075, 0.3355, -4.5664], [2.7824, 1.4410, 1.3662], [4.7578, 2.9458, -2.8401], [3.3649, 1.7823, -3.0391], [3.0587, 3.4891, -2.5666], [4.6081, 1.5998, -0.7046], [3.7898, 3.1393, -0.3182], [-0.5869, -0.8271, -3.2831], [-0.8666, 0.9469, -3.1904], [0.0756, -0.0217, -5.3825], [0.9555, 1.3898, -4.7525], [1.6187, -0.2654, -4.5267], [-1.3187, 0.9104, 3.4297], [-1.4186, 0.1631, 2.1578], [-2.0435, -1.0917, 2.2001], [-2.6690, -1.5104, 3.4025], [-3.3445, -2.7285, 3.4291], [-3.5009, -3.4754, 2.2464], [-2.8881, -3.0452, 1.0617], [-2.0793, -1.9075, 1.0544], [-0.7509, 0.6476, 1.0988], [-2.3461, 1.2412, 3.7536], [-0.8459, 0.2792, 4.2404], [-0.6589, 1.7699, 3.2143], [-2.6797, -0.8510, 4.2816], [-3.7460, -3.0665, 4.3803], [-4.0032, -4.4362, 2.2798], [-3.0242, -3.5645, 0.1159], [-1.5136, -1.6659, 0.1567], [-1.1252, 0.3118, 0.1149], [-0.1392, 1.5469, 1.2626]], "lowdin_charge": [-0.07, -0.21, -0.04, -0.50, -0.52, 0.73, -0.48, -0.01, -0.03, -0.20, -0.07, 0.07, 0.08, 0.08, 0.08, 0.14, 0.12, 0.12, 0.13, 0.08, 0.08, 0.08, -0.03, -0.14, -0.21, -0.03, -0.09, -0.09, -0.06, -0.02, 0.00, 0.11, 0.11, 0.09, 0.10, 0.10, 0.10, 0.11, 0.06, 0.10, 0.11]}